# C6H9N2P

The molecule C6H9N2P in a non-equilibrium geometry (ωB97M-V with the def2-TZVPD basis set, the Open Molecules 2025 dataset).

Summary:
E_HOMO (eV): -7.73
Net charge: 0
SMILES: Nc1cccc(P)c1N
LUMO (eV): 0.94
Gap between HOMO and LUMO (eV): 8.665
E_tot (eV): -18635.677

Each line ends with the natural charge from an NBO analysis.
Geometry (Å):
N: -2.24 1.17 0.03  -0.8295
C: -1.18 0.16 0.02  0.1325
C: -1.55 -1.13 -0.32  -0.2427
C: -0.59 -2.03 -0.13  -0.2027
C: 0.78 -1.69 -0.01  -0.2565
C: 1.10 -0.35 0.02  -0.2987
P: 2.82 0.25 -0.16  0.2687
C: 0.08 0.70 0.03  0.1071
N: 0.38 2.01 -0.12  -0.8119
H: -3.10 0.90 0.53  0.3683
H: -1.85 1.92 0.60  0.3613
H: -2.59 -1.31 -0.42  0.2159
H: -0.94 -3.04 -0.31  0.2065
H: 1.51 -2.50 0.06  0.2195
H: 3.51 -0.85 0.36  0.0008
H: 2.67 1.18 0.94  -0.0125
H: -0.18 2.52 -0.83  0.3953
H: 1.36 2.10 -0.30  0.3786

---

# C6H13CdO3

A structure of composition C6H13CdO3 in a non-equilibrium geometry (ωB97M-V with the def2-TZVPD basis set, the Open Molecules 2025 dataset).

Summary:
E_HOMO (eV): -12.85
Net charge: +1
LUMO (eV): -4.25
Gap between HOMO and LUMO (eV): 8.604
E_tot (eV): -17130.059

Each line ends with the natural charge from an NBO analysis.
Geometry (Å):
H: -1.85 1.97 -0.12  0.2014
C: -1.80 1.19 0.65  -0.2507
H: -2.69 0.08 -1.51  0.2055
H: -2.80 1.06 1.08  0.2066
H: -1.04 1.49 1.38  0.1887
C: -2.30 -0.67 -0.81  -0.1109
H: -3.13 -1.06 -0.20  0.1899
O: -1.35 -0.03 0.07  -0.6687
C: -1.54 -1.78 -1.53  -0.0920
H: -2.29 -2.39 -2.06  0.1940
H: -0.90 -1.31 -2.30  0.1579
O: -0.77 -2.54 -0.66  -0.9847
C: 1.98 -1.12 1.54  -0.7910
H: 2.54 -1.89 1.00  0.2796
O: 2.68 0.47 -0.02  -0.4474
C: 2.06 0.18 1.10  0.2765
C: 2.51 1.78 -0.56  -0.2606
H: 1.60 2.23 -0.16  0.1813
H: 2.39 1.65 -1.64  0.2252
H: 1.72 1.02 1.71  0.2028
H: 3.39 2.40 -0.34  0.2205
Cd: -0.13 -1.47 0.76  1.6096
H: 1.74 -1.27 2.60  0.2666

---

# C5H10N5O2S2

The ion C5H10N5O2S2 with charge +1 in a non-equilibrium geometry (ωB97M-V with the def2-TZVPD basis set, the Open Molecules 2025 dataset).

Summary:
E_HOMO (eV): -12.63
Net charge: +1
SMILES: C[S@](=O)(=N[NH+]=C(N)N)Oc1cncs1
LUMO (eV): -3.10
Gap between HOMO and LUMO (eV): 9.532
E_tot (eV): -38553.475

Each line ends with the natural charge from an NBO analysis.
Geometry (Å):
C: 2.69 -1.05 0.54  -0.7924
S: 1.60 0.35 0.10  2.1985
O: 2.25 1.55 -0.30  -0.8697
N: 0.56 0.37 1.27  -0.7687
N: -0.07 1.61 1.55  -0.4010
C: -1.17 2.02 0.95  0.6646
N: -1.43 3.35 0.92  -0.7630
N: -2.04 1.17 0.35  -0.7568
O: 1.03 -0.27 -1.26  -0.6926
C: 0.14 -1.27 -1.34  0.0651
C: -0.35 -2.05 -0.35  -0.1621
N: -1.07 -3.16 -0.74  -0.3870
C: -1.25 -3.15 -2.01  -0.0772
S: -0.40 -1.88 -2.92  0.3700
H: 3.22 -0.73 1.41  0.2650
H: 1.99 -1.91 0.73  0.2737
H: 3.24 -1.11 -0.38  0.2572
H: 0.62 2.39 1.92  0.4177
H: -2.23 3.76 0.43  0.4361
H: -1.00 3.83 1.72  0.4197
H: -2.74 1.68 -0.25  0.4040
H: -1.70 0.44 -0.30  0.4337
H: -0.20 -2.03 0.64  0.2289
H: -1.69 -3.91 -2.67  0.2364

---

# C41H36BClCrO5S

A structure of composition C41H36BClCrO5S in a non-equilibrium geometry (ωB97M-V with the def2-TZVPD basis set, the Open Molecules 2025 dataset).

Summary:
E_HOMO (spin up / spin down) (eV): -15.35 / -16.24
Net charge: +3
LUMO (spin up / spin down) (eV): -7.68 / -11.88
Gap between HOMO and LUMO (spin up / spin down) (eV): 7.675 / 4.361
Spin multiplicity: 4
E_tot (eV): -105766.801

Each line ends with the Löwdin spin population.
Geometry (Å):
C: 0.50 -2.55 4.75  0.0314
C: 0.67 -2.70 3.28  0.1937
C: 1.86 -2.72 2.55  0.0568
C: 1.70 -3.36 1.29  0.1172
C: 0.38 -3.73 1.03  0.1599
B: 1.30 1.19 0.59  0.0238
C: -0.06 -4.84 0.21  0.0643
C: 0.89 -5.69 -0.42  0.0785
C: 0.47 -6.64 -1.34  -0.0050
C: -0.89 -6.76 -1.64  0.1157
Cl: -1.40 -7.83 -2.88  0.0638
C: -1.85 -6.04 -0.90  -0.0030
C: -1.43 -5.10 0.03  0.0767
O: 0.76 0.96 1.84  0.0061
C: 1.60 1.63 2.80  0.0016
C: 0.89 2.92 3.20  0.0005
C: 1.66 0.73 4.02  0.0024
C: 2.95 1.84 1.99  0.0003
C: 3.72 3.11 2.27  0.0001
C: 3.90 0.64 2.14  -0.0001
O: 2.50 1.86 0.60  0.0064
S: -0.68 -3.05 2.26  -0.0044
H: 1.46 -2.66 5.26  0.0001
H: 0.08 -1.57 4.98  0.0132
H: -0.19 -3.31 5.14  0.0063
H: 2.81 -2.37 2.96  -0.0001
H: 2.51 -3.58 0.60  0.0020
H: 1.95 -5.58 -0.19  0.0023
H: 1.19 -7.28 -1.84  -0.0020
H: -2.91 -6.23 -1.08  -0.0020
H: -2.17 -4.53 0.59  0.0018
H: 1.41 3.43 4.02  0.0001
H: 0.79 3.62 2.36  0.0000
H: -0.12 2.68 3.56  0.0000
H: 2.19 1.23 4.85  0.0002
H: 0.64 0.51 4.36  0.0002
H: 2.15 -0.23 3.82  0.0011
H: 4.15 3.09 3.28  0.0000
H: 4.54 3.22 1.55  0.0000
H: 3.06 3.99 2.19  0.0000
H: 4.27 0.57 3.17  0.0000
H: 3.40 -0.30 1.86  -0.0002
H: 4.77 0.77 1.47  0.0000
O: -4.61 4.92 -4.29  0.0547
C: -4.42 4.39 -3.27  0.0305
Cr: -4.04 3.26 -1.78  0.8267
C: -2.81 2.46 -2.96  -0.0061
O: -2.18 1.95 -3.80  0.0006
C: -5.23 2.04 -2.62  0.0007
O: -5.86 1.33 -3.29  0.0115
C: -4.92 4.58 -0.28  0.0285
C: -3.60 4.98 -0.53  0.0185
C: -2.57 4.04 -0.47  0.0077
C: -2.82 2.69 -0.09  0.0104
C: -1.76 1.70 -0.16  0.0265
C: -0.78 0.98 -0.31  0.0274
C: 0.51 0.35 -0.59  0.0507
C: 0.45 -1.10 -0.90  0.0242
C: -0.79 -1.66 -1.20  0.0017
C: -0.87 -2.70 -2.13  0.0097
C: 0.29 -3.30 -2.60  0.0122
C: 1.53 -2.89 -2.10  0.0012
C: 1.62 -1.78 -1.26  0.0212
C: 1.03 1.12 -1.86  0.2608
C: 1.23 2.50 -1.76  0.1080
C: 1.69 3.26 -2.84  0.0388
C: 1.88 2.65 -4.09  0.2623
C: 1.59 1.29 -4.24  0.0667
C: 1.15 0.55 -3.14  0.0761
C: -4.16 2.31 0.11  0.0072
C: -5.20 3.24 0.05  0.0008
H: -5.73 5.30 -0.35  0.0017
H: -3.37 6.01 -0.80  0.0005
H: -1.54 4.32 -0.72  0.0002
H: -1.70 -1.20 -0.80  -0.0002
H: -1.85 -3.04 -2.47  0.0002
H: 0.24 -4.12 -3.31  0.0006
H: 2.44 -3.44 -2.37  -0.0001
H: 2.58 -1.38 -0.94  0.0001
H: 0.98 3.02 -0.83  0.0000
H: 1.90 4.32 -2.69  -0.0013
H: 2.24 3.24 -4.93  0.0100
H: 1.72 0.80 -5.21  0.0002
H: 0.90 -0.51 -3.29  -0.0002
H: -4.36 1.25 0.30  0.0000
H: -6.22 2.92 0.23  -0.0003

---

# C37H34N2O4P2Y

A structure of composition C37H34N2O4P2Y (ωB97M-V with the def2-TZVPD basis set, the Open Molecules 2025 dataset).

Summary:
E_HOMO (eV): -16.61
Net charge: +3
LUMO (eV): -8.20
Gap between HOMO and LUMO (eV): 8.408
E_tot (eV): -69694.982

Each line ends with the Mulliken charge.
Geometry (Å):
Y: -0.13 0.78 -0.68  2.1005
O: 0.31 7.66 -2.38  -0.4981
C: 1.27 7.15 -1.49  -0.5840
C: 1.03 5.68 -1.33  0.2981
C: 1.92 4.89 -0.60  -0.9106
C: 1.65 3.55 -0.48  -0.1234
N: 0.58 2.96 -1.03  -0.3441
C: -0.29 3.71 -1.74  0.4692
C: -0.09 5.07 -1.90  -0.6444
C: -1.49 3.04 -2.34  0.3248
C: -2.27 3.67 -3.29  -0.4461
C: -3.40 3.03 -3.79  0.3434
C: -4.29 3.70 -4.80  -0.6032
O: -3.70 4.92 -5.16  -0.4939
C: -3.72 1.76 -3.31  -1.0440
C: -2.89 1.17 -2.39  -0.2190
N: -1.79 1.79 -1.91  -0.2767
H: 0.45 8.61 -2.52  0.3308
H: 1.19 7.61 -0.50  0.3634
H: 2.29 7.30 -1.84  0.3925
H: 2.80 5.31 -0.15  0.4805
H: 2.33 2.91 0.09  0.3297
H: -0.78 5.68 -2.46  0.5742
H: -2.02 4.64 -3.68  0.6024
H: -5.27 3.83 -4.32  0.3850
H: -4.42 3.03 -5.65  0.3898
H: -4.25 5.37 -5.81  0.3272
H: -4.59 1.22 -3.66  0.4616
H: -3.09 0.18 -2.02  0.4913
O: -0.73 0.03 1.17  -0.9502
P: -0.72 -1.35 1.92  1.7814
C: -0.35 -2.61 0.66  -1.7721
P: 0.91 -2.29 -0.62  1.6576
O: 0.39 -1.11 -1.49  -1.0218
C: 1.22 -3.76 -1.52  0.6243
C: 0.52 -4.95 -1.29  -0.2893
C: 0.81 -6.07 -2.04  -0.8538
C: 1.79 -6.01 -3.02  -0.4429
C: 2.49 -4.83 -3.25  -0.8241
C: 2.21 -3.71 -2.50  -0.4839
C: 2.40 -1.72 0.18  0.3862
C: 2.67 -0.36 0.36  0.9535
C: 3.81 0.06 1.02  -0.8402
C: 4.70 -0.88 1.52  -0.6949
C: 4.45 -2.23 1.35  -0.8695
C: 3.30 -2.66 0.68  -0.2439
C: 0.54 -1.36 3.16  0.9514
C: 1.04 -2.57 3.65  -0.4620
C: 1.95 -2.56 4.69  -0.9206
C: 2.36 -1.36 5.25  -0.5505
C: 1.85 -0.15 4.78  -0.8258
C: 0.94 -0.15 3.74  -0.5281
C: -2.29 -1.72 2.61  0.5847
C: -3.43 -1.75 1.79  -0.4748
C: -4.67 -2.01 2.34  -0.7927
C: -4.79 -2.24 3.71  -0.5152
C: -3.67 -2.21 4.52  -0.8290
C: -2.42 -1.95 3.98  -0.3705
H: -1.29 -2.82 0.14  0.8047
H: -0.09 -3.53 1.20  0.6171
H: -0.26 -5.01 -0.54  0.3438
H: 0.27 -6.99 -1.87  0.4397
H: 2.02 -6.90 -3.60  0.4378
H: 3.25 -4.80 -4.02  0.4342
H: 2.77 -2.80 -2.70  0.4032
H: 2.02 0.43 -0.02  -0.5806
H: 4.02 1.12 1.14  0.4673
H: 5.59 -0.56 2.03  0.4817
H: 5.15 -2.97 1.72  0.4993
H: 3.14 -3.71 0.53  0.5221
H: 0.72 -3.52 3.25  0.4164
H: 2.34 -3.50 5.08  0.4845
H: 3.07 -1.35 6.07  0.4627
H: 2.16 0.78 5.23  0.4756
H: 0.53 0.79 3.39  0.4420
H: -3.36 -1.57 0.72  0.2398
H: -5.55 -2.03 1.71  0.4387
H: -5.76 -2.45 4.13  0.4264
H: -3.76 -2.39 5.58  0.4442
H: -1.55 -1.92 4.63  0.4392

---

# C24H17N3OP

A cluster of 2 separate species, C24H17N3OP in total in a non-equilibrium geometry (ωB97M-V with the def2-TZVPD basis set, the Open Molecules 2025 dataset).

Summary:
E_HOMO (eV): -3.67
Net charge: -1
LUMO (eV): 1.72
Gap between HOMO and LUMO (eV): 5.393
E_tot (eV): -40971.133

Each line ends with the natural charge from an NBO analysis.
Geometry (Å):
C: -2.90 2.62 0.37  0.0271
C: -3.57 1.54 -0.12  -0.3071
C: -3.73 1.35 -1.53  0.2856
N: -3.86 1.22 -2.68  -0.2932
C: -4.28 0.63 0.71  0.2881
N: -4.88 -0.12 1.39  -0.3067
C: -2.79 2.87 1.80  -0.1267
C: -2.44 1.85 2.71  -0.0661
C: -2.31 2.14 4.07  -0.2275
C: -2.56 3.43 4.56  -0.1912
C: -2.92 4.44 3.66  -0.2277
C: -3.01 4.18 2.30  -0.1630
H: -2.49 3.36 -0.32  0.2434
H: -2.24 0.85 2.33  0.2207
H: -2.01 1.34 4.75  0.2156
H: -2.46 3.64 5.62  0.2088
H: -3.12 5.45 4.03  0.2088
H: -3.29 4.96 1.58  0.2064
C: 5.79 -1.59 -2.19  -0.2282
C: 5.09 -2.30 -1.21  -0.2237
C: 3.78 -1.94 -0.87  -0.2234
C: 3.16 -0.86 -1.51  -0.2982
P: 1.47 -0.32 -1.05  1.9260
C: 0.51 -1.85 -1.25  -0.3135
C: -0.14 -2.43 -0.16  -0.2275
C: -0.88 -3.61 -0.33  -0.2237
C: -1.00 -4.19 -1.60  -0.2220
C: -0.38 -3.58 -2.70  -0.2240
C: 0.36 -2.40 -2.53  -0.2113
C: 1.46 0.07 0.66  -1.1064
C: 0.99 1.29 1.13  0.3194
N: 0.63 2.31 1.60  -0.5575
O: 0.96 0.78 -1.93  -1.1120
C: 3.86 -0.15 -2.50  -0.2210
C: 5.16 -0.52 -2.83  -0.2209
H: 6.81 -1.87 -2.45  0.2024
H: 5.56 -3.14 -0.70  0.2026
H: 3.24 -2.51 -0.11  0.2156
H: -0.06 -1.96 0.82  0.2422
H: -1.36 -4.07 0.53  0.2043
H: -1.57 -5.10 -1.73  0.2027
H: -0.48 -4.01 -3.69  0.2028
H: 0.83 -1.92 -3.39  0.2221
H: 1.99 -0.60 1.34  0.2340
H: 3.37 0.68 -3.00  0.2411
H: 5.70 0.04 -3.60  0.2030